Entry 1:
Entry from the Open Molecules 2025 dataset: an isolated molecule of C3H2FN (ωB97M-V with the def2-TZVPD basis set).

- spin multiplicity = 1
- SMILES string = N#C/C=C\F
- gap between HOMO and LUMO (Ha) = 0.3949

CARTESIAN COORDINATES (ANGSTROEM)
N 2.314 -2.216 -1.251
C 1.526 -1.542 -0.772
C 0.626 -0.549 -0.344
C -0.395 -0.791 0.465
F -0.628 -1.909 1.067
H 1.063 0.420 -0.522
H -0.825 0.148 1.035

=====

Entry 2:
Entry from the Open Molecules 2025 dataset: a structure of composition C38H40BrF3Ge2N3OTi (ωB97M-V with the def2-TZVPD basis set).

- spin multiplicity = 1
- charge = +1
- gap between HOMO and LUMO (Ha) = 0.2230

CARTESIAN COORDINATES (ANGSTROEM)
Ti 0.936 0.424 0.466
Br -1.451 6.190 4.416
C -0.756 4.946 3.193
C -0.695 5.271 1.828
C -0.210 4.369 0.909
C 0.194 3.112 1.338
O 0.584 2.179 0.471
C 0.214 2.812 2.704
C 0.975 1.694 3.184
N 1.543 0.819 2.421
C 2.717 0.103 2.828
C 3.112 -0.190 4.089
C 4.349 -0.839 4.326
C 5.174 -1.155 3.293
C 4.783 -0.858 1.964
C 5.603 -1.137 0.845
C 5.182 -0.805 -0.398
C 3.901 -0.234 -0.555
N 3.091 0.020 0.447
C 3.542 -0.258 1.729
C -0.284 3.745 3.634
H -1.039 6.245 1.498
H -0.171 4.601 -0.148
H 1.196 1.684 4.250
H 2.481 0.068 4.933
H 4.643 -1.067 5.345
H 6.135 -1.628 3.473
H 6.568 -1.613 0.997
H 5.792 -0.991 -1.273
H 3.528 0.003 -1.540
H -0.269 3.514 4.694
C 2.005 -1.941 -3.286
C 1.866 -0.425 -3.493
Ge 0.876 0.605 -2.147
C 1.310 2.460 -2.627
C 1.328 2.721 -4.140
C -0.993 0.356 -2.646
C -2.048 0.267 -1.822
Ge -1.695 0.191 0.123
C -2.685 1.569 1.098
C -4.197 1.668 0.851
C -2.166 -1.494 1.082
C -3.557 -1.733 1.695
C -3.436 0.327 -2.394
C -3.671 0.893 -3.651
C -4.948 0.935 -4.196
C -6.030 0.421 -3.488
C -5.819 -0.118 -2.228
C -4.536 -0.153 -1.695
H 2.581 -2.410 -4.091
H 1.027 -2.438 -3.273
H 2.512 -2.190 -2.345
H 1.330 -0.225 -4.426
H 2.855 0.035 -3.620
H 2.269 2.724 -2.172
H 0.553 3.078 -2.140
H 2.083 2.117 -4.651
H 1.546 3.768 -4.369
H 0.362 2.485 -4.599
H -1.190 0.358 -3.725
H -2.232 2.531 0.863
H -2.479 1.381 2.158
H -4.422 1.837 -0.205
H -4.618 2.505 1.417
H -4.732 0.767 1.155
H -1.452 -1.483 1.910
H -1.883 -2.341 0.452
H -3.866 -0.907 2.339
H -3.556 -2.634 2.315
H -4.334 -1.882 0.953
H -2.845 1.327 -4.206
H -5.101 1.378 -5.173
H -7.028 0.456 -3.911
H -6.655 -0.501 -1.652
H -4.384 -0.557 -0.712
F -0.472 -6.482 0.458
C 0.773 -6.033 0.616
F 1.512 -6.467 -0.408
F 1.270 -6.549 1.745
C 0.782 -4.519 0.658
C 1.101 -3.847 1.813
C 1.100 -2.465 1.789
N 0.811 -1.743 0.703
C 0.441 -2.422 -0.394
C 0.433 -3.801 -0.462
H 1.347 -4.373 2.726
H 1.335 -1.923 2.691
H 0.118 -1.837 -1.240
H 0.140 -4.291 -1.382

=====

Values for DFT total energy, eV, ordered as above
-7349.12713, -260910.66409
Values for energy relative to the best compared isomer or geometry (same formula, charge and spin), kJ/mol, ordered as above
56.7, 0.0